Entry 1:
Formula: C6H13N3
Source: the Open Molecules 2025 dataset
Level of theory: ωB97M-V/def2-TZVPD

Cartesian coordinates (Å):
1 N 0.52 1.59 1.20
2 N 0.17 0.46 1.68
3 N -0.03 2.01 0.17
4 C 0.32 -1.25 -1.86
5 C 1.67 2.42 1.67
6 C -1.05 1.33 -0.45
7 C -1.04 -2.42 -0.10
8 C -1.25 0.02 -0.58
9 C -0.28 -1.08 -0.46
10 H 0.37 -0.36 -2.28
11 H -1.39 -2.26 0.90
12 H 0.67 0.47 2.55
13 H 0.56 -0.94 0.11
14 H -2.12 -0.46 -1.09
15 H 2.08 1.96 2.65
16 H 1.40 -1.75 -1.93
17 H -1.76 -2.60 -0.98
18 H 2.42 2.39 0.89
19 H -1.88 1.87 -1.03
20 H -0.42 -3.18 -0.05
21 H 1.37 3.55 1.54
22 H -0.33 -1.76 -2.55

Gap between HOMO and LUMO   8.761 eV
Highest occupied orbital energy   -0.293 hartree
Total charge   0

=====

Entry 2:
Formula: C6H13N3OS
Source: the Open Molecules 2025 dataset
Level of theory: ωB97M-V/def2-TZVPD

Cartesian coordinates (Å):
1 S 0.46 1.33 0.38
2 O -0.25 1.91 1.49
3 N 2.03 1.51 0.18
4 N 0.47 -0.35 0.37
5 N 2.59 0.31 0.00
6 C -0.73 -2.45 -0.04
7 C -0.61 -1.19 0.83
8 C -0.79 1.89 -1.35
9 C 1.80 -0.68 0.13
10 C 0.10 2.67 -2.26
11 C -0.44 -1.53 2.31
12 H 2.12 -1.70 0.05
13 H 0.48 -2.09 2.47
14 H -0.74 -2.18 -1.09
15 H -1.11 0.92 -1.72
16 H 0.10 -3.13 0.15
17 H -1.29 -2.12 2.66
18 H -1.58 2.44 -0.87
19 H -1.66 -2.96 0.19
20 H -1.51 -0.58 0.71
21 H -0.44 2.96 -3.16
22 H -0.40 -0.61 2.89
23 H 0.45 3.57 -1.76
24 H 0.96 2.07 -2.56

Gap between HOMO and LUMO   8.583 eV
Highest occupied orbital energy   -0.294 hartree
Total charge   0

=====

Entry 3:
Formula: C6H13N3S
Source: the Open Molecules 2025 dataset
Level of theory: ωB97M-V/def2-TZVPD

Cartesian coordinates (Å):
1 S 1.61 -0.38 0.91
2 N -0.60 1.08 0.16
3 N 2.71 -1.26 1.57
4 N 1.13 -1.72 -0.33
5 C -1.58 0.03 -1.85
6 C -1.92 -0.94 0.43
7 C 2.80 0.77 -1.53
8 C 4.01 0.84 -0.54
9 C 2.69 0.31 -0.30
10 C -1.49 0.30 -0.38
11 H -2.92 -1.30 0.33
12 H 4.36 1.79 -0.16
13 H 4.81 0.25 -0.75
14 H -0.70 -0.43 -2.23
15 H -2.32 -0.69 -1.98
16 H 0.57 -1.56 -1.11
17 H -1.25 -1.64 0.08
18 H -1.65 0.83 -2.59
19 H -1.75 -0.91 1.47
20 H -0.30 1.92 -0.40
21 H 0.76 -2.50 0.11
22 H 2.34 1.11 -2.43
23 H 2.49 -1.69 2.50

Gap between HOMO and LUMO   9.038 eV
Highest occupied orbital energy   -0.310 hartree
Total charge   0

=====

Entry 4:
Formula: C6H13N3S
Source: the Open Molecules 2025 dataset
Level of theory: ωB97M-V/def2-TZVPD

Cartesian coordinates (Å):
1 S -0.10 -1.67 1.16
2 N 2.19 -0.24 1.47
3 N -0.85 0.77 -1.23
4 N -0.21 1.19 -0.03
5 C -1.68 -0.46 -0.89
6 C -1.10 0.85 1.00
7 C -1.52 -0.59 0.63
8 C 2.99 0.06 2.36
9 C 1.39 -0.67 0.60
10 C 0.08 0.60 -2.36
11 H 0.76 1.45 -2.39
12 H -2.39 -0.97 1.14
13 H -0.07 -2.51 0.09
14 H 3.45 -0.70 2.99
15 H 1.74 -0.84 -0.40
16 H -1.49 1.54 -1.51
17 H -0.62 0.96 1.97
18 H 0.65 -0.32 -2.25
19 H -2.00 1.49 1.00
20 H 3.29 1.10 2.53
21 H -1.32 -1.31 -1.46
22 H -0.47 0.56 -3.30
23 H -2.73 -0.30 -1.14

Gap between HOMO and LUMO (alpha / beta)   6.910 / 6.864 eV
Highest occupied orbital energy (alpha / beta)   -0.593 / -0.591 hartree
Total charge   +2

=====

Entry 5:
Formula: C6H13N4
Source: the Open Molecules 2025 dataset
Level of theory: ωB97M-V/def2-TZVPD

Cartesian coordinates (Å):
1 N -1.06 -0.46 -1.16
2 N 0.02 -1.43 0.61
3 N -2.34 1.20 -0.07
4 N 1.46 0.48 0.11
5 C 2.09 0.47 -1.05
6 C -1.13 -0.69 1.10
7 C -0.31 -1.66 -0.77
8 C 0.78 1.52 0.60
9 C 1.30 -0.79 0.83
10 C -1.52 0.16 -0.09
11 H 2.08 -1.48 0.49
12 H 0.86 2.46 0.10
13 H 2.20 1.39 -1.59
14 H -1.17 -0.17 -2.12
15 H 0.55 1.52 1.65
16 H -2.57 1.71 -0.91
17 H 2.56 -0.42 -1.40
18 H -2.61 1.61 0.81
19 H -0.93 -0.14 2.01
20 H -1.94 -1.40 1.29
21 H 1.42 -0.62 1.90
22 H 0.56 -1.82 -1.40
23 H -0.97 -2.54 -0.85

Gap between HOMO and LUMO   7.708 eV
Highest occupied orbital energy   -0.392 hartree
Total charge   +1

=====

Entry 6:
Formula: C6H13N4O2
Source: the Open Molecules 2025 dataset
Level of theory: ωB97M-V/def2-TZVPD

Cartesian coordinates (Å):
1 O -0.73 -2.55 1.70
2 O -0.95 1.05 -1.68
3 N 1.80 0.95 -1.08
4 N -0.97 -0.67 -0.15
5 N 1.54 2.18 -1.02
6 N 0.93 -1.19 1.15
7 C 1.29 -2.96 2.97
8 C -1.54 0.06 -1.32
9 C 0.64 3.06 -1.74
10 C 0.41 -2.32 1.91
11 C -2.72 -0.60 -1.86
12 C 0.32 -0.52 0.16
13 H -3.07 -1.44 -1.21
14 H 0.63 -3.45 3.58
15 H -0.31 3.14 -1.12
16 H 2.14 2.61 -0.33
17 H 2.13 -3.54 2.58
18 H 1.85 -2.10 3.39
19 H 1.88 -1.05 1.13
20 H -2.45 -0.92 -2.80
21 H 1.17 3.93 -1.97
22 H 1.27 0.45 -1.72
23 H -1.49 -1.29 0.41
24 H 0.49 2.52 -2.64
25 H -3.51 0.16 -1.99

Gap between HOMO and LUMO (alpha / beta)   8.282 / 8.285 eV
Highest occupied orbital energy (alpha / beta)   -0.452 / -0.452 hartree
Total charge   +1

=====

Entry 7:
Formula: C6H13N4O2S
Source: the Open Molecules 2025 dataset
Level of theory: ωB97M-V/def2-TZVPD

Cartesian coordinates (Å):
1 S -2.67 1.90 0.75
2 O -0.08 1.92 -0.33
3 O 2.67 1.05 -0.69
4 N 0.50 -1.22 0.63
5 N -0.42 -0.24 0.32
6 N -3.95 -0.12 -0.31
7 N 1.63 0.38 -0.19
8 C 0.29 0.76 -0.02
9 C -2.87 0.61 -0.33
10 C 1.75 -0.82 0.45
11 C -4.05 -1.32 -1.13
12 C 3.28 1.99 0.26
13 C 3.02 -1.50 0.61
14 H -3.59 -2.18 -0.59
15 H 3.82 -0.91 0.06
16 H -3.51 -1.17 -2.09
17 H -4.65 0.04 0.40
18 H 4.09 2.33 -0.30
19 H 3.54 -1.82 1.63
20 H 2.48 2.75 0.50
21 H 3.02 -2.55 0.24
22 H 0.19 -2.10 1.11
23 H 3.73 1.31 1.03
24 H -5.10 -1.64 -1.07
25 H -1.08 2.20 0.12
26 H -2.04 0.34 -1.07

Gap between HOMO and LUMO   9.121 eV
Highest occupied orbital energy   -0.445 hartree
Total charge   +1

=====

Entry 8:
Formula: C6H13NO
Source: the Open Molecules 2025 dataset
Level of theory: ωB97M-V/def2-TZVPD

Cartesian coordinates (Å):
1 O -1.79 1.30 -0.33
2 N 0.42 0.83 0.09
3 C 0.39 0.20 -1.95
4 C -0.83 1.34 0.41
5 C 0.26 -2.21 -0.02
6 C -0.59 -1.55 -0.99
7 C 1.31 0.29 0.87
8 C -0.89 2.04 1.76
9 H -1.82 2.60 1.82
10 H 0.84 -3.05 -0.43
11 H 1.04 -1.45 0.36
12 H -0.23 -2.50 0.90
13 H 1.22 -0.45 -2.19
14 H 0.77 1.21 -2.01
15 H 1.06 -0.11 1.84
16 H -0.63 -1.96 -1.99
17 H -0.04 2.70 1.91
18 H -0.88 1.29 2.57
19 H 2.36 0.41 0.62
20 H -0.47 0.13 -2.59
21 H -1.50 -1.07 -0.66

Gap between HOMO and LUMO   8.054 eV
Highest occupied orbital energy   -0.280 hartree
Total charge   0

=====

Entry 9:
Formula: C6H13NO
Source: the Open Molecules 2025 dataset
Level of theory: ωB97M-V/def2-TZVPD

Cartesian coordinates (Å):
1 O 2.31 -2.47 0.25
2 N -0.76 1.65 -0.37
3 C -0.72 0.81 0.79
4 C -0.50 -0.93 -3.01
5 C 0.17 0.69 1.75
6 C -0.08 -0.01 3.05
7 C -0.87 -0.21 -1.95
8 C -0.20 1.09 -1.63
9 H -0.36 2.58 -0.25
10 H 0.77 -0.02 3.72
11 H -1.04 0.38 3.47
12 H -1.72 0.37 0.81
13 H -0.19 -1.08 2.83
14 H -0.40 1.82 -2.45
15 H 1.10 1.21 1.90
16 H 2.48 -1.62 0.71
17 H -1.51 -0.51 -1.15
18 H -1.02 -1.89 -3.15
19 H 0.90 1.05 -1.61
20 H 0.26 -0.54 -3.67
21 H 1.39 -2.35 -0.03

Gap between HOMO and LUMO   9.705 eV
SMILES   C=CCN/C=C/C.O
Highest occupied orbital energy   -0.325 hartree
Total charge   0

=====

Entry 10:
Formula: C6H13NO
Source: the Open Molecules 2025 dataset
Level of theory: ωB97M-V/def2-TZVPD

Cartesian coordinates (Å):
1 O -0.17 -0.17 -3.69
2 N -1.25 0.41 0.74
3 C 1.52 0.68 1.47
4 C 1.75 1.90 0.53
5 C -2.26 -2.08 -0.05
6 C -0.36 -0.58 0.39
7 C -0.95 -1.82 -0.16
8 C 0.94 -0.51 0.72
9 H -2.83 -2.76 -0.64
10 H -0.96 1.18 1.29
11 H 2.78 1.87 0.15
12 H -0.32 -2.51 -0.72
13 H 1.67 2.85 1.07
14 H 1.18 2.00 -0.39
15 H -2.81 -1.65 0.78
16 H 1.59 -1.36 0.76
17 H -0.53 -0.04 -2.81
18 H 0.91 0.97 2.32
19 H -2.23 0.46 0.52
20 H -0.24 0.74 -4.03
21 H 2.54 0.42 1.74

Gap between HOMO and LUMO   8.578 eV
SMILES   C=C/C(N)=C/CC.O
Highest occupied orbital energy   -0.286 hartree
Total charge   0

=====

Energy relative to the best compared isomer or geometry (same formula, charge and spin) / eV: 5.583; 3.274; 2.560; 4.621; 1.943; 4.180; 1.778; 6.058; 3.184; 2.425
Molecular weight / u: 127.2; 175.3; 159.3; 159.3; 141.2; 173.2; 205.3; 115.2; 115.2; 115.2